{
  "formula": "C35H81N3O7",
  "method": "wB97M-V/def2-TZVPD",
  "species": ["C", "C", "C", "C", "C", "C", "C", "C", "C", "N", "O", "H", "H", "H", "H", "H", "H", "H", "H", "H", "H", "H", "H", "H", "H", "H", "H", "H", "H", "H", "C", "C", "C", "C", "C", "C", "C", "C", "C", "N", "O", "H", "H", "H", "H", "H", "H", "H", "H", "H", "H", "H", "H", "H", "H", "H", "H", "H", "H", "H", "C", "C", "C", "C", "C", "C", "C", "C", "C", "N", "O", "H", "H", "H", "H", "H", "H", "H", "H", "H", "H", "H", "H", "H", "H", "H", "H", "H", "H", "H", "C", "C", "O", "H", "H", "H", "H", "H", "H", "C", "C", "O", "H", "H", "H", "H", "H", "H", "C", "C", "O", "H", "H", "H", "H", "H", "H", "C", "C", "O", "H", "H", "H", "H", "H", "H"],
  "coordinates": [[-3.47, -2.31, -3.50], [-2.53, -1.51, -2.59], [-1.40, -0.89, -3.40], [-3.26, -0.29, -2.02], [-4.22, -0.55, -0.88], [-3.54, -1.40, 0.19], [-2.83, -2.66, -0.35], [-1.96, -3.12, 0.83], [-3.88, -3.77, -0.58], [-1.99, -2.29, -1.48], [-1.25, -3.41, -1.94], [-4.30, -2.78, -2.98], [-3.81, -1.69, -4.32], [-2.95, -3.18, -3.93], [-1.71, -0.08, -4.07], [-0.63, -0.43, -2.77], [-0.93, -1.66, -4.02], [-2.57, 0.50, -1.73], [-3.89, 0.15, -2.81], [-4.55, 0.38, -0.40], [-5.13, -1.07, -1.21], [-4.31, -1.64, 0.93], [-2.89, -0.79, 0.82], [-1.34, -2.29, 1.19], [-1.34, -3.98, 0.60], [-2.62, -3.37, 1.66], [-3.41, -4.55, -1.19], [-4.79, -3.42, -1.05], [-4.18, -4.18, 0.38], [-0.35, -3.25, -1.66], [5.16, -5.49, 4.49], [5.08, -4.10, 3.89], [5.83, -3.06, 4.76], [5.78, -4.17, 2.49], [5.39, -3.00, 1.59], [3.88, -2.87, 1.44], [3.19, -2.69, 2.80], [3.37, -1.23, 3.29], [1.68, -2.93, 2.57], [3.68, -3.71, 3.70], [2.99, -3.71, 4.94], [4.97, -5.43, 5.56], [4.46, -6.17, 3.98], [6.14, -5.94, 4.33], [5.57, -2.02, 4.58], [5.38, -3.21, 5.74], [6.91, -3.17, 4.78], [6.83, -4.02, 2.76], [5.71, -5.11, 1.95], [5.90, -2.09, 1.92], [5.80, -3.18, 0.59], [3.44, -3.66, 0.82], [3.76, -2.02, 0.77], [4.40, -0.93, 3.10], [3.08, -1.17, 4.34], [2.68, -0.56, 2.77], [1.15, -2.35, 3.34], [1.43, -3.98, 2.73], [1.32, -2.58, 1.61], [2.44, -4.50, 4.86], [-1.51, 4.23, -6.00], [-1.63, 3.02, -5.08], [-2.42, 1.92, -5.80], [-0.20, 2.48, -4.85], [0.48, 3.18, -3.69], [-0.35, 3.25, -2.41], [-1.70, 3.91, -2.65], [-2.58, 3.52, -1.44], [-1.50, 5.45, -2.61], [-2.34, 3.40, -3.86], [-3.62, 3.90, -4.11], [-2.51, 4.60, -6.27], [-1.01, 5.09, -5.55], [-1.03, 4.05, -6.97], [-3.45, 2.15, -6.10], [-1.95, 1.67, -6.75], [-2.52, 1.06, -5.13], [-0.25, 1.40, -4.71], [0.48, 2.69, -5.68], [1.44, 2.72, -3.44], [0.66, 4.21, -3.99], [0.11, 3.72, -1.54], [-0.52, 2.24, -2.00], [-2.12, 3.94, -0.55], [-2.66, 2.43, -1.38], [-3.63, 3.82, -1.50], [-0.98, 5.78, -1.72], [-2.48, 5.93, -2.67], [-0.87, 5.75, -3.45], [-4.22, 3.30, -3.64], [-1.89, 4.27, 3.40], [-0.67, 4.06, 4.31], [-0.30, 2.69, 4.25], [-2.34, 5.26, 3.44], [-2.63, 3.52, 3.69], [-1.62, 4.05, 2.37], [-0.87, 4.45, 5.31], [0.16, 4.66, 3.93], [-1.04, 2.17, 4.62], [-3.56, -0.08, 3.65], [-2.43, -0.33, 4.67], [-2.39, 0.77, 5.59], [-3.37, 0.80, 3.04], [-4.54, 0.04, 4.10], [-3.57, -0.97, 3.01], [-1.49, -0.40, 4.14], [-2.67, -1.26, 5.17], [-2.94, 0.52, 6.34], [3.29, 0.89, -2.04], [4.19, 1.54, -3.06], [5.11, 2.36, -2.31], [3.88, 0.20, -1.42], [2.57, 0.16, -2.44], [2.79, 1.59, -1.38], [3.67, 2.21, -3.75], [4.78, 0.77, -3.55], [5.58, 2.90, -2.94], [0.88, 0.31, 0.13], [0.51, 0.76, 1.53], [0.70, 2.15, 1.69], [0.28, -0.55, -0.15], [1.92, -0.02, 0.07], [0.69, 1.05, -0.65], [1.06, 0.25, 2.33], [-0.57, 0.55, 1.66], [0.35, 2.43, 2.56]],
  "e_lumo_ev": 0.517,
  "molar_mass_g_mol": 656.0,
  "de_lowest_kcal_mol": 0.0,
  "smiles": "CC1(C)CCCC(C)(C)N1O.CC1(C)CCCC(C)(C)N1O.CC1(C)CCCC(C)(C)N1O.CCO.CCO.CCO.CCO",
  "energy_ha": -2072.900156,
  "homo_lumo_gap_ev": 8.5
}

***

{
  "formula": "C2H2ClP",
  "method": "wB97M-V/def2-TZVPD",
  "species": ["C", "C", "P", "Cl", "H", "H"],
  "coordinates": [[-1.11, -0.55, -0.13], [-1.84, 0.34, 0.24], [3.32, -0.77, 0.10], [2.71, 1.13, -0.26], [-0.52, -1.37, -0.29], [-2.55, 1.22, 0.34]],
  "e_lumo_ev": [-1.459, -1.464],
  "molar_mass_g_mol": 92.5,
  "de_lowest_kcal_mol": 66.4,
  "energy_ha": -878.803113,
  "homo_lumo_gap_ev": [7.1, 7.1]
}